Molecular formula: C51H45N7O2PPd
Method: DFT, wB97M-V/def2-TZVPD

2S+1 = 5
Charge = +3
Kohn-Sham gap (spin up / spin down) = 7.338 / 3.983 eV
E_LUMO (spin up / spin down) = -7.085 / -10.438 eV

```
107
C51H45N7O2PPd (wB97M-V/def2-TZVPD)
Pd -0.4124 0.3669 0.1584
C 0.2837 -4.7286 2.2888
N -0.0317 -3.2969 2.3650
C 0.2942 -2.3507 1.4427
N -0.1592 -1.1703 1.8136
C -0.7950 -1.3264 3.0106
C -0.7348 -2.6732 3.3624
C -1.3303 -3.4139 4.4897
C -2.7059 -3.3529 4.6908
C -3.2882 -4.0200 5.7559
C -2.4971 -4.7516 6.6339
C -1.1262 -4.8186 6.4382
C -0.5436 -4.1537 5.3675
C -1.3012 -0.1523 3.7697
C -1.3482 1.0994 3.1551
C -1.7850 2.2240 3.8399
C -2.1830 2.1176 5.1639
C -2.1223 0.8838 5.7936
C -1.6788 -0.2397 5.1089
P 1.3568 -2.6742 0.0205
C 0.2803 -2.2621 -1.4354
N -0.1752 -1.0944 -1.7627
C -0.7958 -1.2384 -2.9902
C -0.7322 -2.6309 -3.3768
N -0.0354 -3.2285 -2.3926
C 0.3067 -4.6566 -2.2988
C -1.3473 -3.3594 -4.4790
C -2.7346 -3.2750 -4.6495
C -3.3490 -3.9737 -5.6734
C -2.5847 -4.7412 -6.5464
C -1.2061 -4.8222 -6.3865
C -0.5865 -4.1444 -5.3506
C -1.2806 -0.1333 -3.7329
C -1.7142 -0.2541 -5.0888
C -2.2349 0.8302 -5.7494
C -2.3206 2.0675 -5.1048
C -1.8450 2.2244 -3.7929
C -1.3200 1.1539 -3.1242
C 2.3253 -1.0980 0.0437
N 1.8435 0.1171 0.1039
C 2.9120 0.9758 0.1380
C 4.1235 0.1972 0.1281
N 3.7137 -1.0926 0.0501
C 4.5817 -2.2816 0.0516
C 5.4988 0.6074 0.2868
C 5.8136 1.5182 1.3115
C 7.1270 1.8874 1.5280
C 8.1342 1.3739 0.7198
C 7.8297 0.4890 -0.3128
C 6.5239 0.0957 -0.5241
C 2.7795 2.3919 0.1213
C 1.5833 2.9997 0.5803
C 1.4630 4.3637 0.5956
C 2.5136 5.1677 0.1316
C 3.6850 4.5920 -0.3596
C 3.8242 3.2245 -0.3687
H 0.0279 -5.1184 1.3059
H -0.3025 -5.2574 3.0323
H 1.3400 -4.9028 2.4840
H -3.3221 -2.7765 4.0078
H -4.3604 -3.9708 5.9041
H -2.9485 -5.2658 7.4729
H -0.5056 -5.3795 7.1260
H 0.5341 -4.1835 5.2420
H -1.0359 1.1893 2.1259
H -1.8151 3.1851 3.3386
H -2.5267 2.9912 5.7045
H -2.4156 0.7917 6.8317
H -1.6123 -1.1825 5.6351
H -0.2180 -5.2000 -3.0762
H 0.0005 -5.0466 -1.3311
H 1.3782 -4.7979 -2.4212
H -3.3258 -2.6740 -3.9665
H -4.4243 -3.9206 -5.7941
H -3.0640 -5.2772 -7.3561
H -0.6126 -5.4131 -7.0730
H 0.4926 -4.1879 -5.2497
H -1.6058 -1.1884 -5.6158
H -2.5641 0.7278 -6.7751
H -2.7338 2.9205 -5.6317
H -1.8965 3.1922 -3.3112
H -0.9400 1.2833 -2.1284
H 5.4778 -2.0665 0.6246
H 4.8628 -2.5564 -0.9619
H 4.0565 -3.1105 0.5121
H 5.0276 1.8976 1.9538
H 7.3685 2.5724 2.3303
H 9.1633 1.6643 0.8923
H 8.6154 0.1090 -0.9526
H 6.2906 -0.5639 -1.3519
H 0.7891 2.3904 0.9727
H 0.5611 4.8236 0.9779
H 2.4097 6.2459 0.1437
H 4.4773 5.2173 -0.7493
H 4.7114 2.7837 -0.7986
N -2.8523 -0.6636 0.4751
C -4.1465 -0.1098 0.0796
C -4.3051 1.3209 0.5382
C -3.2406 2.2192 -0.2901
O -3.8593 2.9268 -1.0903
O -2.0720 1.9895 -0.0157
H -2.7522 -1.6046 0.1174
H -2.7812 -0.7212 1.4848
H -5.0018 -0.6478 0.5063
H -4.2426 -0.1774 -1.0051
H -4.0002 1.4817 1.5724
H -5.3075 1.6964 0.3620
```

Results of the Löwdin charge analysis, in e, for atoms 1 through 6: atom 1 (Pd): 0.696, atom 2 (C): 0.008, atom 3 (N): -0.042, atom 4 (C): -0.466, atom 5 (N): 0.041, atom 6 (C): -0.154